No. 1
{
  "formula": "C27H55Cl3F6N3O25S3",
  "method": "ωB97M-V/def2-TZVPD",
  "species": ["Cl", "Cl", "Cl", "S", "S", "S", "F", "F", "F", "F", "F", "F", "O", "O", "O", "O", "O", "O", "O", "O", "O", "O", "O", "O", "O", "O", "O", "O", "O", "O", "O", "O", "O", "O", "O", "O", "O", "N", "N", "N", "C", "C", "C", "C", "C", "C", "C", "C", "C", "C", "C", "C", "C", "C", "C", "C", "C", "C", "C", "C", "C", "C", "C", "C", "C", "C", "C", "H", "H", "H", "H", "H", "H", "H", "H", "H", "H", "H", "H", "H", "H", "H", "H", "H", "H", "H", "H", "H", "H", "H", "H", "H", "H", "H", "H", "H", "H", "H", "H", "H", "H", "H", "H", "H", "H", "H", "H", "H", "H", "H", "H", "H", "H", "H", "H", "H", "H", "H", "H", "H", "H", "H"],
  "xyz": [[-0.640, 4.645, -2.586], [-0.528, 2.524, -4.617], [1.395, 4.696, -4.587], [0.306, -7.421, -0.363], [-0.616, 4.703, 6.546], [-3.511, 1.423, -1.775], [-0.892, -2.351, 1.316], [5.005, 2.714, -0.690], [4.668, 2.051, -2.745], [-2.141, -1.960, -0.422], [3.091, 1.955, -1.212], [-2.056, -0.532, 1.141], [1.407, -7.224, 0.851], [4.947, 0.155, 0.320], [-0.269, -4.575, -3.162], [0.741, -1.919, -0.947], [1.593, 4.373, -0.301], [-4.418, -5.252, 0.360], [2.869, 5.847, 0.855], [0.705, 5.834, 1.165], [-0.851, 6.100, 6.699], [-0.526, -8.535, 0.003], [-2.211, 2.029, -1.618], [-2.272, -3.527, -3.065], [-0.537, -2.533, -4.008], [-0.385, -5.977, 0.006], [-5.084, -4.352, 2.220], [0.288, 4.381, 5.158], [-3.649, 0.781, -3.254], [-3.956, 0.556, -0.728], [4.304, -0.688, -1.595], [-1.906, 3.919, 5.876], [-0.158, 3.951, 7.674], [0.906, -0.190, 0.416], [-3.810, -6.131, 2.411], [-4.710, 2.496, -2.170], [0.907, -7.314, -1.651], [1.586, -1.114, -2.529], [3.109, -1.619, 0.840], [1.872, -4.457, -1.481], [0.451, 7.339, 3.020], [-3.960, 1.768, -4.231], [-1.550, -0.838, -5.370], [-5.221, -2.069, 1.559], [0.770, 1.230, 0.516], [1.087, 7.104, 1.657], [-5.676, -3.486, 1.273], [5.717, 0.258, 2.647], [-1.540, 2.813, 5.055], [2.583, 7.040, 1.563], [-0.207, -5.672, 1.367], [-0.965, -3.622, -3.366], [6.010, 0.581, 1.171], [-0.026, -0.910, -0.388], [-0.094, 3.094, 4.765], [4.963, 0.385, -1.094], [-2.790, -2.378, -3.752], [0.845, -6.551, 1.999], [1.699, 1.674, 1.635], [-5.031, -4.022, -0.019], [0.419, 3.622, -3.579], [-4.417, -5.376, 1.713], [-1.557, -1.522, -4.024], [4.403, 1.775, -1.488], [-4.368, 3.017, -3.430], [1.711, 5.251, 0.499], [-1.279, -1.401, 0.462], [3.031, 6.962, 2.557], [0.450, -7.283, 2.701], [1.387, 1.142, 2.540], [1.707, -6.052, 2.436], [1.258, -5.250, -1.686], [-0.708, -0.146, -5.441], [-5.233, 3.548, -3.825], [-0.240, 1.504, 0.827], [6.124, 1.654, 1.022], [1.078, -1.260, -1.629], [0.687, 7.855, 0.969], [-1.437, -0.897, -3.137], [-3.401, -1.860, -3.014], [-2.448, -0.221, -5.417], [2.470, -4.237, -2.270], [1.013, 3.031, -2.891], [3.029, -1.706, 1.849], [2.738, 1.391, 1.464], [6.973, 0.106, 0.965], [-4.148, -2.043, 1.749], [1.746, -2.032, -2.933], [0.536, 2.299, 5.178], [4.806, 0.758, 2.977], [0.020, -4.609, 1.486], [-0.601, 7.066, 2.918], [0.157, 2.988, 3.707], [-2.149, 2.665, 4.164], [-1.416, -1.474, -6.242], [-3.159, 1.971, -4.940], [-1.158, -5.719, 1.905], [3.815, -0.898, 0.571], [-5.701, -4.221, -0.853], [1.218, -3.647, -1.387], [-0.400, -0.262, -1.189], [6.525, 0.678, 3.246], [2.421, -4.652, -0.650], [-3.313, -2.737, -4.639], [2.528, -0.749, -2.280], [-1.671, 1.921, 5.668], [-5.629, -1.637, 2.477], [5.699, -0.816, 2.830], [3.212, -2.501, 0.361], [-4.174, -3.427, -0.344], [-3.607, 3.797, -3.339], [1.144, -0.515, -3.219], [1.636, 2.743, 1.828], [-5.494, -1.302, 0.834], [-4.777, 1.312, -4.792], [2.202, -1.252, 0.480], [3.046, 7.904, 1.087], [6.021, 0.326, -1.383], [1.091, 1.790, -0.364], [0.482, 8.380, 3.337], [-6.746, -3.657, 1.392], [0.814, 6.703, 3.829]],
  "e_homo_ev": -10.590,
  "lumo_ev": -2.8,
  "homo_lumo_gap_ev": 7.75,
  "total_charge": 1
}

=====

No. 2
{
  "formula": "C27H55FN4O31S6",
  "method": "ωB97M-V/def2-TZVPD",
  "species": ["S", "S", "S", "S", "S", "S", "F", "O", "O", "O", "O", "O", "O", "O", "O", "O", "O", "O", "O", "O", "O", "O", "O", "O", "O", "O", "O", "O", "O", "O", "O", "O", "O", "O", "O", "O", "O", "O", "N", "N", "N", "N", "C", "C", "C", "C", "C", "C", "C", "C", "C", "C", "C", "C", "C", "C", "C", "C", "C", "C", "C", "C", "C", "C", "C", "C", "C", "C", "C", "H", "H", "H", "H", "H", "H", "H", "H", "H", "H", "H", "H", "H", "H", "H", "H", "H", "H", "H", "H", "H", "H", "H", "H", "H", "H", "H", "H", "H", "H", "H", "H", "H", "H", "H", "H", "H", "H", "H", "H", "H", "H", "H", "H", "H", "H", "H", "H", "H", "H", "H", "H", "H", "H", "H"],
  "xyz": [[-11.797, -9.829, 15.079], [-9.984, -19.912, 19.143], [-5.438, -12.429, 12.905], [-15.986, -22.010, 12.787], [-16.400, -16.815, 6.589], [-20.884, -16.374, 10.703], [-12.149, -17.159, 13.692], [-11.413, -10.573, 13.840], [-6.760, -13.214, 12.337], [-10.332, -21.280, 19.917], [-12.532, -10.930, 16.147], [-6.123, -12.349, 14.403], [-5.264, -11.150, 12.196], [-10.914, -19.048, 20.185], [-16.502, -18.001, 7.511], [-14.977, -16.959, 5.764], [-13.627, -15.621, 13.894], [-21.197, -17.189, 9.531], [-8.894, -15.484, 8.114], [-19.482, -16.823, 11.383], [-17.409, -21.795, 12.946], [-15.527, -23.583, 12.984], [-8.574, -19.552, 19.289], [-13.976, -15.174, 11.735], [-15.312, -21.508, 11.588], [-17.266, -16.993, 5.134], [-10.465, -9.708, 16.134], [-9.977, -21.614, 10.564], [-20.985, -14.894, 10.583], [-14.035, -8.918, 7.843], [-21.725, -16.991, 11.966], [-4.236, -13.299, 12.984], [-15.112, -21.469, 14.094], [-16.513, -15.419, 7.063], [-14.893, -13.784, 13.241], [-14.971, -13.656, 20.961], [-12.463, -8.508, 15.006], [-10.564, -19.943, 17.847], [-14.191, -10.928, 8.843], [-10.681, -19.663, 9.638], [-16.227, -15.312, 20.068], [-7.643, -13.790, 7.609], [-11.975, -19.810, 20.718], [-19.558, -16.825, 12.827], [-10.841, -9.896, 17.480], [-15.806, -14.532, 21.062], [-8.228, -14.929, 7.278], [-20.920, -17.428, 13.007], [-6.826, -13.523, 14.613], [-14.577, -9.647, 8.677], [-16.471, -17.231, 4.013], [-15.218, -17.689, 4.619], [-14.269, -14.762, 12.985], [-15.784, -15.354, 18.679], [-6.822, -13.014, 6.809], [-7.220, -14.204, 13.265], [-11.643, -20.247, 8.721], [-9.071, -19.667, 11.371], [-13.359, -16.818, 13.292], [-16.297, -14.867, 22.453], [-13.515, -16.533, 11.828], [-11.789, -11.119, 17.367], [-14.356, -23.683, 13.818], [-8.024, -15.563, 5.917], [-13.332, -11.637, 7.929], [-15.712, -9.157, 9.619], [-14.033, -22.340, 14.431], [-11.663, -21.311, 20.329], [-9.971, -20.394, 10.492], [-16.404, -15.921, 17.984], [-17.144, -14.234, 22.714], [-12.572, -11.102, 18.125], [-19.493, -15.826, 13.258], [-12.273, -19.392, 8.475], [-8.472, -16.551, 6.029], [-13.227, -11.125, 6.973], [-9.918, -9.958, 18.056], [-11.891, -19.751, 21.803], [-16.586, -8.756, 9.105], [-21.364, -17.003, 13.907], [-16.463, -15.941, 22.546], [-11.347, -8.999, 17.836], [-6.680, -15.150, 13.225], [-12.186, -21.011, 9.277], [-15.763, -14.350, 18.254], [-14.753, -15.706, 18.658], [-9.215, -18.593, 11.486], [-9.279, -20.042, 12.373], [-11.236, -12.057, 17.393], [-14.575, -11.513, 9.571], [-16.198, -16.367, 3.408], [-13.777, -12.569, 7.583], [-6.327, -12.290, 7.456], [-11.161, -20.572, 7.799], [-16.115, -9.981, 10.207], [-15.279, -8.526, 10.396], [-6.079, -13.619, 6.288], [-16.802, -17.981, 3.295], [-8.018, -19.914, 11.237], [-15.604, -14.607, 23.253], [-11.806, -22.039, 21.128], [-14.150, -17.494, 13.617], [-12.609, -16.716, 11.249], [-8.288, -14.407, 13.178], [-14.373, -17.373, 4.008], [-8.631, -15.144, 5.115], [-13.090, -22.011, 13.995], [-13.935, -22.342, 15.516], [-12.347, -11.787, 8.372], [-18.719, -17.349, 13.284], [-12.377, -21.524, 19.533], [-14.538, -24.399, 14.620], [-7.595, -13.259, 15.339], [-15.173, -18.768, 4.768], [-7.513, -12.552, 6.103], [-6.212, -14.138, 15.272], [-6.983, -15.506, 5.601], [-10.444, -18.689, 9.510], [-20.972, -18.517, 13.017], [-13.499, -23.950, 13.200], [-14.304, -17.185, 11.453], [-16.843, -16.051, 20.376], [-12.969, -19.461, 20.438], [-7.721, -13.451, 8.557]],
  "e_homo_ev": -9.134,
  "lumo_ev": -0.4,
  "homo_lumo_gap_ev": 8.74,
  "total_charge": 0
}

=====

No. 3
{
  "formula": "C27H56BrFN3O9PS",
  "method": "ωB97M-V/def2-TZVPD",
  "species": ["Br", "S", "P", "F", "O", "O", "O", "O", "O", "O", "O", "O", "O", "N", "N", "N", "C", "C", "C", "C", "C", "C", "C", "C", "C", "C", "C", "C", "C", "C", "C", "C", "C", "C", "C", "C", "C", "C", "C", "C", "C", "C", "C", "H", "H", "H", "H", "H", "H", "H", "H", "H", "H", "H", "H", "H", "H", "H", "H", "H", "H", "H", "H", "H", "H", "H", "H", "H", "H", "H", "H", "H", "H", "H", "H", "H", "H", "H", "H", "H", "H", "H", "H", "H", "H", "H", "H", "H", "H", "H", "H", "H", "H", "H", "H", "H", "H", "H", "H"],
  "xyz": [[3.378, -0.352, 1.110], [-0.540, -1.572, 1.641], [2.098, 2.167, -0.140], [1.742, 0.795, 2.840], [9.110, 0.554, 0.541], [-1.417, -1.253, 2.719], [2.468, -2.085, -3.257], [-0.431, 1.171, -1.369], [0.966, -1.105, 2.020], [-3.665, 2.438, 0.827], [-0.461, -2.976, 1.369], [-7.506, -1.768, 0.200], [-2.122, 0.129, 0.554], [6.962, 2.514, 0.588], [-9.551, -2.914, -1.521], [-1.558, -1.720, -0.798], [2.625, -2.494, -1.901], [1.510, 0.136, 1.682], [0.087, 0.168, -0.473], [2.905, 3.086, 1.251], [-0.211, 2.057, 1.345], [1.187, 3.559, -0.966], [8.032, 2.588, 2.774], [1.443, -2.067, -1.017], [-2.219, -0.765, -3.127], [3.418, -1.143, -3.691], [3.936, 4.051, 0.608], [8.009, 0.408, 1.417], [-3.379, 0.244, -0.074], [1.112, -0.604, -1.325], [7.283, 1.711, 1.775], [-1.570, -1.838, -2.246], [-8.224, -3.527, -1.414], [-7.160, -2.523, -0.945], [-1.112, -0.674, 0.011], [-1.191, 1.484, 3.743], [-4.223, 1.131, 0.834], [-0.806, 1.717, 2.639], [-8.325, -4.780, -0.550], [10.309, 1.005, 1.142], [0.751, 1.025, 0.673], [-5.703, 1.074, 0.437], [-7.359, -2.445, 1.436], [3.708, 5.089, 0.836], [-1.045, 2.289, 0.688], [-6.494, -3.116, 1.428], [3.214, -0.133, -3.317], [3.911, 3.967, -0.480], [-8.261, -3.003, 1.693], [2.056, -0.072, -1.381], [-1.609, 0.122, -3.272], [2.177, 3.677, 1.810], [10.354, 2.095, 1.174], [-0.587, -2.034, -2.674], [1.566, 4.523, -0.637], [3.385, -1.102, -4.777], [-2.115, -2.756, -2.466], [-7.925, -3.849, -2.416], [0.641, -2.771, -1.215], [7.818, 2.627, 0.051], [-7.205, -1.689, 2.206], [-3.289, 0.810, -1.008], [-8.881, -4.601, 0.370], [-4.326, 3.064, 0.526], [-6.282, 0.750, 1.297], [11.136, 0.655, 0.524], [1.404, 3.463, -2.028], [10.431, 0.598, 2.150], [8.313, -0.138, 2.320], [-7.020, -1.787, -1.743], [-5.882, 0.385, -0.384], [-6.071, 2.065, 0.174], [6.357, 1.972, -0.026], [4.941, 3.782, 0.924], [7.302, -0.233, 0.883], [3.539, -2.058, -1.487], [8.840, 3.149, 2.305], [-3.924, -0.688, -0.220], [-8.853, -5.563, -1.092], [3.412, 2.422, 1.940], [-9.518, -2.156, -2.197], [4.433, -1.411, -3.386], [-2.227, -2.328, -0.359], [1.777, -2.259, -0.001], [8.454, 1.992, 3.586], [2.725, -3.579, -1.895], [6.336, 1.424, 2.245], [-9.752, -2.452, -0.638], [-3.238, -0.519, -2.837], [-7.336, -5.161, -0.285], [7.352, 3.319, 3.213], [0.286, 3.012, 1.501], [-1.392, 1.154, -1.373], [-1.464, 1.017, 4.658], [0.729, -0.574, -2.340], [-2.315, -1.214, -4.118], [0.109, 3.497, -0.863], [-4.104, 0.733, 1.845], [-6.190, -3.018, -0.794]],
  "e_homo_ev": -8.084,
  "lumo_ev": 0.3,
  "homo_lumo_gap_ev": 8.37,
  "total_charge": 0
}

=====

These records have E_tot values of -6281.0252; -6101.9640; -5316.9872 Eh, in the order they appear.